# C4H8N4

C4H8N4 in the gas phase in a non-equilibrium geometry (the ωB97M-V functional and the def2-TZVPD basis, the Open Molecules 2025 dataset).

The geometry in XYZ format:
```
16
Properties=species:S:1:pos:R:3:forces:R:3:mulliken_charge:R:1
N 1.107192 -0.992266 -0.159874 -1.6 -2.5 -3.0 -0.675
N 1.078904 -0.064222 0.795630 -0.3 1.6 0.1 -0.185
N 0.016026 -0.829536 -0.992345 2.6 0.9 2.9 0.914
N -0.708915 0.243728 -0.772775 0.5 -1.8 1.2 -0.879
C -0.161963 -1.786611 -2.113354 0.2 0.4 1.5 -0.759
C -0.173581 0.687124 0.499667 -0.3 0.1 1.4 0.968
C -0.170034 2.171442 0.714959 1.1 -0.8 1.7 -1.252
C 0.034914 -0.223146 1.879260 -0.6 1.0 -3.2 -0.574
H -0.368666 -1.210338 1.878566 -0.4 -0.4 0.1 0.316
H -1.009269 2.539945 1.275524 -0.5 0.0 0.2 0.252
H 0.731084 2.261409 1.348034 -0.4 0.6 -0.1 0.335
H -0.157813 -1.185077 -2.988197 0.3 0.4 -1.0 0.314
H -0.019205 2.773822 -0.139683 0.1 0.3 -1.2 0.374
H -1.217039 -2.109940 -1.994411 1.0 -0.7 -0.1 0.292
H 0.725018 -2.502304 -2.065370 -1.7 0.8 0.0 0.311
H 0.293347 0.225971 2.834370 0.0 0.1 -0.5 0.248
```
Forces are in eV/Å.

Values from the calculation:
HOMO level: -7.57 eV
energy above the lowest of the compared OMol25 structures with the same formula, charge and spin: 118.32 kcal/mol
orbital gap: 8.082 eV
E_LUMO: 0.516 eV